85
Properties=species:S:1:pos:R:3:forces:R:3 method="wB97M-V/def2-TZVPD" e_homo_ev=-9.26 gap_ev=7.807
C 0.4851 0.4677 2.5752 0.49 -0.38 1.04
C -0.4531 1.6088 3.1498 0.30 -0.17 -0.43
C -1.2326 2.4505 2.0472 -0.17 0.14 0.03
C -1.3516 1.7253 0.6376 -0.84 1.07 -0.26
C -0.6857 3.9310 1.9027 -1.18 1.70 0.10
C -1.6561 5.0290 2.0505 3.15 -0.33 -0.59
C -1.2170 6.4844 1.9536 2.14 -2.52 -0.37
C 0.1909 6.7350 1.7187 -1.62 -0.94 0.29
C 1.2008 5.6238 1.5457 -1.03 0.50 0.28
N 2.5178 6.0039 1.3322 0.37 -3.02 -0.12
C 3.3382 4.9332 1.1825 -2.14 -1.39 0.15
S 5.1259 5.3255 0.9056 -0.53 6.03 1.36
O 5.2432 6.1656 -0.2836 -0.05 -2.56 0.38
O 5.5524 6.0973 2.0842 -0.45 -2.51 -0.96
C 6.1752 3.7857 0.8641 1.83 -0.79 0.79
F 7.4770 4.2144 1.0817 -2.25 -0.39 -0.35
F 5.8728 2.9565 1.9380 -0.03 1.04 -1.78
C 6.1658 3.0278 -0.5344 0.97 0.21 -1.54
F 7.3516 3.3409 -1.1918 -1.68 -0.51 1.13
F 5.1567 3.4519 -1.3872 1.02 -0.85 1.78
C 6.1427 1.4451 -0.4227 0.80 -1.37 -1.52
F 6.4821 0.9648 -1.7132 -0.32 1.41 2.39
F 4.9179 0.9403 -0.1195 1.83 1.45 0.49
F 7.1117 0.9541 0.4104 -1.80 1.01 -0.98
C 2.8713 3.5206 1.2284 0.41 0.14 -0.09
N 1.5990 3.1000 1.4579 1.98 3.71 -0.40
C 0.7789 4.2063 1.6217 -2.51 0.41 0.48
H 0.9281 0.6837 1.5688 -0.69 -0.22 0.92
H -0.0053 -0.5640 2.6218 0.53 1.65 -0.41
H 1.3679 0.3918 3.2875 -0.92 -0.02 -0.84
H -1.1949 1.1055 3.8391 0.75 0.75 -0.68
H 0.1663 2.3346 3.7506 -0.68 -0.85 -0.45
H -2.2969 2.5560 2.4259 1.24 0.04 -0.41
H -2.3453 2.0606 0.2041 1.16 -0.41 0.37
H -1.4077 0.6082 0.6981 0.36 1.05 0.06
H -0.5737 2.0912 -0.0977 -0.63 -0.75 0.92
H -2.7220 4.7445 2.2261 1.09 0.45 -0.13
H -2.0000 7.2772 2.0648 1.15 -0.72 -0.13
H 0.5610 7.7962 1.6698 -0.28 -1.39 -0.01
H 3.6430 2.7176 1.0557 -1.06 0.88 0.27
C -4.0341 0.3212 -2.4637 0.07 0.19 0.04
Cl -3.5063 -0.5241 -0.9953 -0.14 0.09 -0.12
Cl -3.5267 -0.6095 -3.8850 -0.17 0.28 0.10
Cl -5.8022 0.4764 -2.4489 1.21 -0.11 0.22
Cl -3.2967 1.9358 -2.5194 0.24 -0.33 0.63
C -10.0066 -0.4388 -3.3495 -0.13 0.01 0.00
Cl -10.8735 -1.1512 -1.9767 0.11 0.09 -0.16
Cl -10.9730 0.8771 -4.0411 0.12 -0.15 0.08
Cl -8.4460 0.2011 -2.7960 -1.15 -0.18 -0.22
Cl -9.7296 -1.6808 -4.5832 -0.01 0.16 0.15
C 0.7209 -3.7463 2.6650 0.08 0.08 0.01
Cl -0.5100 -3.1544 1.5324 0.10 -0.15 0.06
Cl 0.2704 -5.3797 3.2160 -0.52 0.28 -0.98
Cl 2.2924 -3.8166 1.8484 -0.21 0.00 0.10
Cl 0.8247 -2.6396 4.0481 -0.11 -0.16 -0.26
C -3.4252 -7.7361 3.8538 -0.04 0.02 0.00
Cl -4.3377 -8.5456 5.1403 0.12 0.09 -0.15
Cl -1.8152 -8.4694 3.7196 -0.15 0.08 0.02
Cl -4.2866 -7.9159 2.3147 0.11 0.02 0.17
Cl -3.2585 -6.0143 4.2402 -0.03 -0.18 -0.04
C -1.5335 -4.5666 -3.2217 0.01 0.01 -0.02
Cl -0.8010 -4.0310 -4.7441 -0.41 0.40 0.23
Cl -2.2810 -3.1806 -2.4081 0.23 -0.45 0.02
Cl -2.7685 -5.7935 -3.5589 0.15 0.13 0.03
Cl -0.2804 -5.2607 -2.1735 -0.10 0.08 -0.07
C 1.5179 -6.5706 -6.7620 -0.01 -0.06 0.07
Cl 0.0694 -6.4243 -7.7752 0.15 0.00 0.11
Cl 1.0514 -6.5070 -5.0542 0.40 -0.43 -0.26
Cl 2.3229 -8.1141 -7.1007 -0.08 0.18 0.01
Cl 2.6274 -5.2340 -7.1205 -0.12 -0.12 0.04
C -5.3679 3.5441 -5.7960 -0.03 -0.07 -0.03
Cl -6.8447 3.9748 -4.9125 0.15 -0.06 -0.08
Cl -4.1665 4.8350 -5.6048 -0.12 -0.14 -0.01
Cl -4.7148 2.0299 -5.1474 -0.41 0.43 -0.99
Cl -5.7466 3.3389 -7.5163 0.04 0.05 0.19
C 2.6260 -5.1553 7.0026 0.05 -0.05 -0.02
Cl 1.7044 -5.9696 8.2807 0.10 0.10 -0.13
Cl 4.2314 -5.8980 6.8668 -0.16 0.09 0.03
Cl 1.7650 -5.3149 5.4586 0.71 -0.26 1.24
Cl 2.8025 -3.4359 7.4049 -0.02 -0.16 -0.05
C 3.6459 -2.1091 -2.1982 0.07 0.06 -0.05
Cl 2.1631 -1.6558 -1.3338 0.12 -0.05 -0.08
Cl 4.8672 -0.8412 -1.9811 -0.86 -1.47 -0.80
Cl 4.2610 -3.6420 -1.5495 -0.08 0.13 -0.05
Cl 3.2874 -2.3004 -3.9249 0.00 -0.02 0.19

***

16
Properties=species:S:1:pos:R:3:forces:R:3 method="wB97M-V/def2-TZVPD" e_homo_ev=-8.85 de_lowest_kj_mol=678.6 gap_ev=8.666
C -1.7801 0.1254 0.2898 -1.40 -1.00 2.91
C -0.4943 -0.5800 0.5294 0.22 0.50 1.10
C 1.4993 -1.0756 -0.1949 2.13 0.66 -2.56
C 1.8020 0.4867 -0.3121 -1.68 -0.44 1.68
C 0.8293 1.4469 -0.0963 1.27 -2.21 -0.72
C -0.5413 0.7836 -0.1343 1.64 -0.68 -1.69
H -3.8265 0.4228 -0.2680 4.67 -3.35 -1.98
H -2.0353 0.2905 1.3525 -1.41 0.34 -0.86
H -0.2261 -0.5448 1.6726 -0.24 -0.29 -2.23
H 2.0890 -1.6150 -1.0165 -1.01 0.80 0.69
H 1.9972 -1.4416 0.6736 0.36 -0.06 1.25
H 2.8956 0.5973 -0.2803 -0.59 0.67 -0.33
H 1.0571 2.4874 -0.1683 -0.02 0.60 0.20
H -0.7059 0.4636 -1.1650 0.72 0.33 -0.59
O -2.7402 -0.3283 -0.6527 -4.07 4.26 2.91
O 0.1802 -1.5189 -0.2296 -0.58 -0.14 0.21

***

Copy entry 2 word for word.
16
Properties=species:S:1:pos:R:3:forces:R:3 method="wB97M-V/def2-TZVPD" e_homo_ev=-8.85 de_lowest_kj_mol=678.6 gap_ev=8.666
C -1.7801 0.1254 0.2898 -1.40 -1.00 2.91
C -0.4943 -0.5800 0.5294 0.22 0.50 1.10
C 1.4993 -1.0756 -0.1949 2.13 0.66 -2.56
C 1.8020 0.4867 -0.3121 -1.68 -0.44 1.68
C 0.8293 1.4469 -0.0963 1.27 -2.21 -0.72
C -0.5413 0.7836 -0.1343 1.64 -0.68 -1.69
H -3.8265 0.4228 -0.2680 4.67 -3.35 -1.98
H -2.0353 0.2905 1.3525 -1.41 0.34 -0.86
H -0.2261 -0.5448 1.6726 -0.24 -0.29 -2.23
H 2.0890 -1.6150 -1.0165 -1.01 0.80 0.69
H 1.9972 -1.4416 0.6736 0.36 -0.06 1.25
H 2.8956 0.5973 -0.2803 -0.59 0.67 -0.33
H 1.0571 2.4874 -0.1683 -0.02 0.60 0.20
H -0.7059 0.4636 -1.1650 0.72 0.33 -0.59
O -2.7402 -0.3283 -0.6527 -4.07 4.26 2.91
O 0.1802 -1.5189 -0.2296 -0.58 -0.14 0.21